Entry from the OMol25 dataset: a molecular structure, C40H32BrN5PtS2 (ωB97M-V/def2-TZVPD).

```
81
Properties=species:S:1:pos:R:3
Pt -0.6864 0.3251 0.8122
Br 4.5051 -5.3283 1.6065
S -2.1584 1.4657 -0.5139
S -2.2258 -0.0997 2.7868
N -4.0790 -0.6192 0.9022
N -0.2332 2.0093 1.8909
N 1.1205 -0.3034 1.9362
N -1.3400 -1.3675 -0.2042
N -4.8369 -0.1284 3.0443
C 2.4171 1.3306 -3.2861
C 3.1908 4.2189 0.0556
C 3.0223 -3.1536 0.5500
C -0.7458 -3.0340 1.5475
C 1.3196 3.0214 3.3880
C -1.4947 -3.6963 -0.6993
C 1.8585 4.4061 -0.2994
C 3.3313 1.3208 -4.3271
C 1.6122 0.6886 2.5711
C 2.2382 -2.0174 0.6272
C 3.1145 -3.2610 2.9603
C 3.1174 -1.0621 -4.5155
C 0.8897 1.9519 2.6287
C 1.8425 0.1378 -2.8415
C 3.7029 2.9330 0.1527
C 1.5368 2.0181 -0.4141
C -0.6300 4.2067 2.6925
C -3.0315 0.4868 -2.8902
C 1.9131 -1.4934 1.8723
C -2.3995 0.2084 -1.7007
C 0.5496 4.1751 3.4145
C -6.1307 -0.2762 2.6914
C 0.6993 0.8350 -0.6905
C 3.6927 0.1273 -4.9372
C -6.4294 -0.5925 1.4018
C 2.1919 -1.0511 -3.4852
C -1.1797 -2.6283 0.1779
C -2.3345 -2.1347 -2.3004
C 2.8793 1.8390 -0.0768
C -3.8033 -0.3010 2.1706
C 0.8631 0.0310 -1.7390
C 2.3446 -2.1097 3.0381
C 1.0393 3.3145 -0.5409
C -2.0104 -1.1086 -1.3970
C 3.4536 -3.7742 1.7175
C -2.9781 -1.8292 -3.5179
C -3.3136 -0.5350 -3.8104
C -5.3396 -0.7519 0.5357
C -2.0202 -3.4616 -1.9263
C -0.9933 3.1032 1.9393
H 3.3031 -3.5569 -0.4132
H 0.2563 -0.8599 -1.8203
H -3.2001 -2.6331 -4.2074
H -5.5042 -1.0049 -0.5072
H 0.0910 -3.7286 1.4951
H 3.7605 2.2531 -4.6695
H 2.1387 2.2733 -2.8401
H 2.5814 0.6217 3.0584
H 2.0537 -1.7146 4.0034
H -2.2383 -4.2752 -2.6073
H -3.3206 1.5063 -3.1125
H 1.4643 5.4081 -0.4123
H 3.3813 -1.9946 -4.9961
H 1.8909 -1.5248 -0.2720
H 3.2888 0.8341 -0.0465
H -6.8659 -0.1264 3.4694
H -1.5839 -3.5675 2.0040
H 0.0076 3.4591 -0.8445
H -4.6004 0.1200 3.9974
H -7.4486 -0.7147 1.0713
H 3.8327 5.0732 0.2251
H -0.4975 -2.2050 2.1889
H 2.2402 2.9405 3.9493
H 4.7490 2.7805 0.3858
H 4.4081 0.1273 -5.7485
H 0.8622 5.0296 3.9989
H -1.9061 3.0981 1.3628
H 1.7290 -1.9815 -3.1712
H 3.4461 -3.7566 3.8618
H -1.2979 -4.7020 -0.3546
H -3.8024 -0.2915 -4.7434
H -1.2706 5.0767 2.6967
```

Values from the calculation:
- Gap between HOMO and LUMO: 6.355 eV
- Total charge: +2
- LUMO: -6.30 eV
- F_max: 0.3 eV/A
- Electronic energy: -5306.53418 Eh

---

Entry from the OMol25 dataset: a molecular structure, C40H32ClIN6O3RhTe (ωB97M-V/def2-TZVPD).

```
85
Properties=species:S:1:pos:R:3
I -4.9298 -0.3748 -0.4126
Te 1.0020 0.1312 -1.3383
Rh 0.3484 1.3707 1.5632
Cl -4.9749 -3.3272 -2.8914
O -0.9341 -4.1952 1.2710
O 0.1806 -0.9043 0.9155
O -1.5137 -1.5662 2.2188
N 0.3430 3.0202 0.2076
N 0.4544 0.2967 3.4344
N 2.6853 -0.5133 3.0797
N 2.3058 1.2690 1.4538
N -1.7314 1.4841 1.7172
N 2.6942 2.8600 -0.3352
C 1.4294 -1.5609 4.7044
C 0.3142 -1.6560 5.4925
C 3.0808 1.9372 0.5212
C -3.1614 -3.9314 0.6019
C 0.2390 5.1294 -1.6441
C 5.5800 -0.2490 1.9611
C 0.2445 0.7360 -4.1001
C 1.4752 3.4072 -0.4612
C -0.9660 -0.1197 -2.0962
C -0.8422 0.0294 -3.5903
C 6.7334 0.0686 1.2796
C 5.5993 1.7515 -0.0616
C 1.5346 -0.5556 3.6803
C 1.2813 1.2549 -3.1342
C -0.5119 -1.7897 1.5622
C -2.4354 -3.7272 -2.0516
C -0.8014 3.7019 -0.0527
C -0.7127 -0.7500 5.2677
C -0.9074 4.7355 -0.9402
C 3.0795 0.3803 2.1045
C -1.4358 -3.9241 -1.0996
C -1.8205 -3.9943 0.2419
C -4.1418 -3.7513 -0.3534
C 1.4055 4.4708 -1.3997
C 0.3423 0.9490 -5.4701
C 0.0609 -3.2159 1.5032
C -3.8751 0.8081 0.9295
C -4.4977 1.7197 1.7634
C 4.4247 1.4340 0.6197
C -2.4930 0.6975 0.9599
C -0.6313 0.4525 -6.3217
C -3.7031 2.5077 2.5879
C -0.0145 -4.1279 -1.5468
C 6.7433 1.0610 0.2796
C 4.4162 0.4486 1.6208
C -3.7624 -3.6252 -1.6799
C -1.7078 -0.2608 -5.8112
C -0.5925 0.1772 4.2230
C -2.3320 2.3744 2.5232
C -1.8171 -0.4700 -4.4462
H -1.5738 0.6847 -1.6742
H -5.5741 1.8210 1.7687
H -1.8596 5.2241 -1.0793
H -1.9786 -0.0422 0.3675
H 0.6016 -3.2402 -1.3800
H 5.6034 2.5145 -0.8274
H -2.4603 -0.6577 -6.4780
H 0.4481 -4.9519 -1.0041
H 5.5623 -1.0114 2.7270
H 2.2832 -2.2115 4.8199
H -0.5472 0.6166 -7.3867
H 1.1854 1.4975 -5.8692
H 0.1980 5.9368 -2.3623
H -1.3741 -1.0768 -1.7746
H 1.1605 2.3197 -2.9231
H 2.3020 1.0980 -3.4822
H -1.6186 -0.7631 5.8545
H -5.1840 -3.6890 -0.0758
H -1.4205 0.8417 4.0385
H -2.6599 -1.0170 -4.0428
H 7.6535 -0.4488 1.5143
H -1.6780 3.0105 3.1089
H 0.8826 -3.2636 0.7901
H 0.0155 -4.3579 -2.6111
H 0.4456 -3.4503 2.4979
H 2.3296 4.7246 -1.8981
H 0.2353 -2.4086 6.2642
H 7.6717 1.2837 -0.2287
H -3.4088 -4.0039 1.6515
H -2.1707 -3.6833 -3.1004
H -4.1411 3.2331 3.2584
H -1.6803 3.3965 0.4862
```

Values from the calculation:
- Gap between HOMO and LUMO (alpha / beta): 5.834 / 5.005 eV
- Energy above the lowest of the compared OMol25 structures with the same formula, charge and spin: 15.2 kcal per mole
- Spin multiplicity: 5
- Total charge: +1
- LUMO (alpha / beta): -2.63 / -5.66 eV
- F_max: 0.9 eV/A
- Electronic energy: -3233.94774 Eh

---

Entry from the OMol25 dataset: a molecular structure, C40H32EuN7P2S3 at a distorted geometry (ωB97M-V/def2-TZVPD).

```
85
Properties=species:S:1:pos:R:3
Eu 0.6447 0.9449 -0.2390
S 0.3533 3.6440 -0.1998
S 2.1904 1.8330 1.8663
S -0.2992 1.4538 -2.9003
P 2.8571 -0.9457 -0.3679
P 0.7562 -3.0193 -0.1973
N -1.7857 0.9600 -0.2137
N 0.0624 4.7232 6.8525
N 2.2280 -2.4338 -0.9273
N -2.8640 1.6794 -3.4642
N -2.2390 6.9000 4.2640
N -0.4379 -0.0371 1.8562
N -2.5092 1.4126 -1.2578
C 3.0600 0.1296 -4.3582
C 3.0626 -0.0268 -1.9574
C -0.6127 5.0835 3.4249
C -1.3619 0.1741 4.4556
C 5.1791 -0.5803 1.0621
C -0.9150 -4.3450 -2.1315
C -0.2056 -0.5403 4.1801
C 1.8624 -5.5257 -0.9315
C 5.3818 -2.2231 -0.6873
C 1.1049 3.0822 2.4248
C -1.7226 -4.3271 -3.2609
C 3.2465 1.5016 -4.2732
C 7.2820 -1.6789 0.6815
C 1.2364 -6.7334 1.4845
C 0.2105 -0.6094 2.8639
C -1.5043 6.0889 3.9050
C -0.3049 -3.1713 -1.6943
C -0.5355 4.8340 2.0595
C 1.2159 -4.7839 0.0598
C 1.0287 3.3521 3.7919
C -2.0429 0.7808 3.4201
C -0.5623 -1.9804 -2.3754
C 6.7134 -2.4115 -0.3523
C 3.3475 2.1159 -3.0340
C 0.9053 -5.4017 1.2660
C 0.1831 4.3285 4.3078
C 1.8921 -7.4553 0.5009
C -1.9367 -3.1439 -3.9523
C 0.1196 4.5523 5.7146
C -1.5542 0.6706 2.1151
C -2.2221 1.2889 0.9626
C 6.5166 -0.7619 1.3860
C -1.3597 -1.9624 -3.5045
C 4.6076 -1.3071 0.0202
C -1.9683 1.4932 -2.4483
C 2.9628 -0.6337 -3.2051
C 3.2552 1.3577 -1.8764
C 0.3007 3.8449 1.5308
C -3.3279 2.2841 1.1221
C 2.2064 -6.8488 -0.7091
H -1.5428 -1.0241 -4.0130
H -2.9467 1.3374 3.6203
H 0.9873 -7.2060 2.4264
H 2.7746 -1.6981 -3.2741
H 8.3251 -1.8236 0.9340
H -1.1430 5.4133 1.3771
H 7.3128 -3.1248 -0.9046
H 1.6511 2.7818 4.4687
H 4.9630 -2.7841 -1.5162
H 3.4751 3.1883 -2.9657
H 3.3662 1.8354 -0.9041
H -0.7635 -5.2741 -1.5971
H 0.4016 -4.8315 2.0381
H 4.5711 0.1290 1.6158
H -3.3501 2.7154 2.1197
H -0.1376 -1.0438 -2.0089
H -3.8094 1.8993 -3.1951
H 6.9581 -0.1907 2.1926
H 1.1191 -1.1353 2.5961
H 2.0661 -5.0807 -1.8989
H 3.2980 2.0967 -5.1764
H 2.9065 -3.1501 -1.1492
H -2.1876 -5.2442 -3.6037
H -2.5623 -3.1384 -4.8365
H 2.1568 -8.4915 0.6704
H 0.3648 -1.0190 4.9636
H -1.7239 0.2621 5.4721
H -3.1663 3.0755 0.3901
H 2.7103 -7.4116 -1.4853
H -4.2961 1.8308 0.8923
H -2.5145 2.1073 -4.3018
H 2.9678 -0.3478 -5.3261
```

Values from the calculation:
- Gap between HOMO and LUMO (alpha / beta): 5.785 / 6.064 eV
- Energy above the lowest of the compared OMol25 structures with the same formula, charge and spin: 6.2 kcal per mole
- Spin multiplicity: 8
- Total charge: -1
- LUMO (alpha / beta): 2.01 / 2.01 eV
- F_max: 1.0 eV/A
- Electronic energy: -4514.56066 Eh

---

Entry from the OMol25 dataset: a molecular structure, C40H32I2N2O3P2S2W (ωB97M-V/def2-TZVPD).

```
84
Properties=species:S:1:pos:R:3
W 1.6850 0.1523 0.1218
I 5.1015 1.9956 -1.6724
I 1.5435 2.6707 -2.2088
S 0.8456 -2.2365 0.6624
S 2.0435 2.4589 0.2417
P -0.9100 -1.3834 0.1120
P -0.8297 1.5504 -1.3085
O 1.4545 0.3610 2.0877
O 0.1591 1.5167 4.1076
O 2.5801 -0.5221 -1.3615
N 3.6248 -0.2361 2.4044
N 3.4052 -0.7189 1.1175
C -2.0578 -1.1423 1.4538
C -2.2737 0.1165 -5.4003
C -2.9745 -3.4855 -3.3590
C -2.9162 1.1866 -4.7932
C -1.0297 -3.1945 -1.9776
C -2.5149 1.6201 -3.5389
C -3.6757 -2.5669 -2.5859
C -2.7727 3.9434 1.3014
C 5.2272 -3.0172 -1.0562
C -3.6986 -0.8566 3.6648
C -3.7444 -2.0273 2.9182
C -1.2175 -0.5213 -4.7609
C 4.3682 -3.0099 -3.2954
C -2.9217 -2.1779 1.8148
C 2.5656 0.3518 2.8557
C -1.4704 0.9675 -2.8813
C -3.4406 1.8074 -0.3597
C -2.8343 0.1716 3.3133
C 2.6533 2.4002 6.5566
C 4.3207 -2.0147 -0.6989
C 3.8219 1.8454 6.0281
C 3.7653 1.1765 4.8318
C -2.0133 0.0307 2.2073
C -1.8101 3.3941 0.4675
C 3.4505 -1.5185 -1.6745
C 5.2451 -3.5198 -2.3426
C -4.3961 2.3643 0.4707
C -3.0591 -1.9650 -1.5034
C -1.6591 -3.8034 -3.0531
C -1.7304 -2.2741 -1.2020
C 3.6347 3.2874 -2.4219
C -2.1408 2.3224 -0.3627
C -0.8097 -0.0945 -3.5094
C -0.1841 0.1376 -0.4030
C 2.5510 1.0441 4.1320
C 3.4724 -2.0022 -2.9690
C 1.4508 2.2790 5.8957
C 4.3304 -1.4797 0.6401
C -4.0609 3.4281 1.3012
C 1.3822 1.5991 4.6825
H -0.0026 -3.4369 -1.7346
H 5.9423 -4.3011 -2.6090
H 5.1615 -1.7065 1.3021
H -0.7183 -1.3540 -5.2384
H -2.5192 4.7759 1.9432
H 3.7356 3.3579 -3.5038
H 3.7236 4.2665 -1.9621
H -3.7004 0.9811 -1.0083
H -3.4638 -3.9667 -4.1956
H -4.3382 -0.7477 4.5306
H -3.6140 -1.2755 -0.8791
H -0.8038 3.7962 0.4650
H -1.3488 0.8364 1.9177
H -4.7063 -2.3352 -2.8187
H 0.2180 0.9844 3.3017
H -2.5936 -0.2193 -6.3777
H -5.4040 1.9715 0.4742
H 0.5390 2.6955 6.3008
H -4.8135 3.8620 1.9461
H -3.0143 2.4620 -3.0765
H 2.7959 -1.5860 -3.7033
H -3.7308 1.6881 -5.2978
H 2.6871 2.9304 7.4991
H -4.4171 -2.8255 3.2001
H 4.6563 0.7424 4.4010
H 4.7606 1.9421 6.5540
H 4.3869 -3.3969 -4.3052
H -2.7884 1.0778 3.9017
H -1.1248 -4.5333 -3.6463
H 0.0022 -0.6040 -3.0010
H 5.9096 -3.3991 -0.3072
H -2.9531 -3.0939 1.2368
```

Values from the calculation:
- Gap between HOMO and LUMO: 5.041 eV
- Energy above the lowest of the compared OMol25 structures with the same formula, charge and spin: 64.2 kcal per mole
- Total charge: +2
- LUMO: -7.80 eV
- F_max: 1.0 eV/A
- Electronic energy: -4019.77643 Eh